No. 1
Entry from OMol25: a molecular structure, C12H30AlB3O6 (ωB97M-V/def2-TZVPD).

```
52
Properties=species:S:1:pos:R:3:forces:R:3
Al 16.2927 8.4384 20.7681 -2.19 0.85 2.75
B 14.6219 6.6712 19.3065 0.09 0.19 1.59
H 15.1938 7.5642 18.7215 0.80 1.61 -0.35
H 13.8731 7.1223 20.0813 -0.36 0.47 0.38
H 14.0281 6.0508 18.5065 0.29 -0.49 -1.10
H 15.3659 5.9775 19.9251 0.81 -0.64 0.59
B 17.5408 9.6075 23.2226 -0.51 -1.13 0.39
H 18.5282 9.4542 23.8446 1.27 -0.19 -0.22
H 16.9749 8.5874 23.4255 -0.52 -0.71 0.27
H 16.8315 10.4582 23.6075 -0.75 0.74 -0.40
H 17.8147 9.7286 22.0473 0.09 0.48 -1.68
B 13.9408 9.4183 22.1277 1.78 0.43 -0.79
H 13.1251 9.2236 22.9517 -0.47 -0.76 0.63
H 14.9796 9.3635 22.7151 0.90 0.21 0.66
H 13.9025 8.4739 21.3851 -0.31 -0.69 -1.14
H 13.9162 10.4667 21.6097 -0.19 0.62 -0.73
O 18.9963 9.1062 20.1038 -0.43 0.23 -0.20
C 20.1965 9.1473 20.0484 -0.26 -0.80 0.42
O 20.8637 8.3114 19.2340 0.16 -0.45 0.49
C 22.2710 8.3979 19.5154 0.44 0.17 0.01
C 22.4103 9.0961 20.8855 0.82 1.21 -1.81
C 21.1749 9.9893 20.8640 -0.99 -0.93 0.21
H 22.6533 8.9605 18.6616 0.47 0.21 0.34
H 22.7914 7.4423 19.5416 -0.62 -0.33 -0.27
H 23.3073 9.7125 20.7991 0.09 -0.06 0.36
H 22.5665 8.4081 21.7100 -0.60 0.00 0.10
H 21.2535 10.8970 20.2625 0.51 0.17 0.29
H 20.7480 10.1967 21.8420 -0.11 0.21 -0.10
O 16.8485 11.2132 20.0084 0.12 -0.49 0.19
C 16.3725 12.3035 19.8361 -1.24 -0.10 -0.57
O 15.0622 12.5555 20.0321 -0.15 -0.62 -0.42
C 14.6737 13.8418 19.5441 0.07 1.36 1.36
C 15.8628 14.4033 18.7823 0.65 -0.95 -0.71
C 17.0238 13.5282 19.2756 0.03 0.47 0.37
H 14.4726 14.4405 20.4386 0.10 0.06 0.00
H 13.7281 13.8734 19.0076 0.15 -0.81 -0.27
H 16.0922 15.4537 18.9318 -0.38 0.06 -0.01
H 15.7594 14.1852 17.7180 -0.20 0.36 -0.05
H 17.5023 14.0400 20.1140 0.43 -0.19 -0.13
H 17.7223 13.2373 18.4966 0.24 0.17 0.19
O 15.9391 6.6149 22.9552 -0.02 0.05 -0.32
C 15.3926 5.6044 23.3129 -0.15 -0.52 -0.33
O 14.5222 5.5861 24.3231 -0.49 0.96 0.93
C 13.9650 4.2926 24.6514 0.75 0.08 -2.17
C 14.3119 3.5161 23.3436 -0.35 -1.26 0.19
C 15.5131 4.2130 22.7337 -0.29 0.01 0.54
H 12.8809 4.3376 24.6933 0.04 0.45 0.50
H 14.4181 3.9906 25.5914 -0.02 -0.37 -0.10
H 13.4633 3.5293 22.6585 -0.09 0.40 0.10
H 14.4841 2.4474 23.4847 0.14 0.06 0.30
H 15.5040 4.2615 21.6482 0.18 -0.08 0.02
H 16.4139 3.7342 23.1210 0.27 0.26 -0.28
```
Positions in Å, forces in eV/Å.

Results
Frontier orbital gap in eV: 5.12
Molecular weight in g/mol: 329.78
Total charge: 0
ΔE to the lowest compared entry with this formula, charge and spin in eV: 0.0000
Highest occupied orbital energy in eV: -8.65

natural (NBO) atomic charge list, values in e, 4 entries:
1 Al 1.62
2 B -0.77
3 H 0.01
4 H 0.02



No. 2
Entry from OMol25: a molecular structure, C37H28CsN8O4PS (ωB97M-V/def2-TZVPD).

```
80
Properties=species:S:1:pos:R:3:forces:R:3
Cs -0.4578 -0.0954 -1.4314 0.31 0.19 -0.02
O 2.2772 1.9679 -5.7300 -0.80 0.09 0.97
C 1.6040 1.7133 -4.7157 1.59 -2.61 -1.14
N 1.5611 0.4807 -4.0750 -0.02 0.38 0.45
C 2.6718 -0.2810 -4.0796 0.95 2.37 -1.12
O 3.8123 0.0755 -4.5036 -1.27 -0.51 0.68
C 2.7192 -1.6576 -3.5018 0.63 -1.34 -0.98
C 3.6431 -2.4726 -4.2296 -0.01 0.87 -0.28
C 4.0738 -3.6198 -3.6659 -0.83 -0.40 1.51
C 3.5261 -4.0023 -2.4251 -0.99 0.29 0.43
C 2.5270 -3.2356 -1.8024 1.07 0.42 -2.37
N 2.1230 -2.0741 -2.4062 -0.02 0.02 1.28
C 0.7126 2.7713 -4.2062 -1.03 1.57 -0.50
C 0.4997 3.8553 -5.0866 0.30 -0.07 -0.14
C -0.2064 4.9775 -4.7107 0.01 -0.15 -0.10
C -0.7115 4.9750 -3.4202 0.27 -0.26 0.99
C -0.4502 3.8808 -2.5906 -0.54 -0.80 -0.47
N 0.1699 2.7433 -2.9988 0.09 1.06 0.71
H 4.0683 -2.1431 -5.1858 -0.38 0.11 0.62
H 4.8400 -4.2088 -4.1000 0.50 -0.59 -0.51
H 3.7931 -4.9509 -2.0041 0.31 -0.26 0.38
H 2.0774 -3.5202 -0.8602 -0.10 0.11 -0.08
H 0.9368 3.7898 -6.0697 0.13 -0.08 -0.02
H -0.3175 5.8183 -5.4113 -0.13 -0.42 0.44
H -1.2689 5.7841 -2.9727 -0.01 0.24 -0.19
H -0.8513 3.8671 -1.5688 0.24 0.00 -0.39
O -2.4707 -2.1283 -1.4810 -0.62 1.13 -0.04
C -3.3533 -1.5990 -0.7304 0.10 0.67 -0.86
O -3.8683 -0.4343 -0.7497 1.07 -1.96 0.16
C -3.7353 -2.6320 0.2919 -0.10 -0.27 0.27
C -4.1528 -3.8769 -0.1789 -0.22 0.91 -0.74
C -4.4417 -4.8770 0.7032 -0.66 -0.84 -0.50
C -4.2193 -4.7015 2.0502 0.44 0.23 1.68
C -3.6630 -3.5094 2.5605 -0.71 -0.33 -1.02
C -3.4528 -2.4529 1.6451 -0.87 -0.38 0.61
P -2.5086 -0.9910 2.0773 1.51 0.03 -0.99
C -3.3634 0.5136 2.5100 -1.51 0.68 -0.11
C -2.6107 1.7198 2.4594 -0.52 -0.78 0.52
C -3.2538 2.9472 2.5823 0.08 -0.18 -0.16
C -4.6409 2.9621 2.6296 -0.11 0.46 0.10
C -5.3876 1.8012 2.6992 -0.18 -0.20 -0.01
C -4.7794 0.5581 2.6260 1.37 0.52 0.21
C -1.6340 -1.5789 3.5147 1.79 -0.23 0.89
C -0.7239 -2.6768 3.3404 -1.14 0.72 -0.08
C 0.2970 -2.8972 4.2490 0.05 -0.35 -0.85
C 0.5301 -2.0148 5.2944 -0.54 -0.36 0.10
C -0.4401 -1.0594 5.5511 0.81 0.13 0.83
C -1.4727 -0.8086 4.6786 -0.75 -0.26 -0.68
H -4.2524 -3.9992 -1.2639 -0.01 -0.02 0.50
H -4.9006 -5.7950 0.3072 0.39 0.24 0.39
H -4.4598 -5.5205 2.7331 0.12 0.24 -0.10
H -3.4128 -3.3806 3.6216 -0.19 -0.19 -0.55
H -1.5272 1.6541 2.3722 -0.13 0.11 -0.08
H -2.6958 3.8836 2.6155 -0.02 -0.34 -0.20
H -5.1689 3.9089 2.5891 0.09 0.04 0.24
H -6.4583 1.8841 2.8350 -0.10 -0.09 -0.20
H -5.3657 -0.3491 2.6654 0.07 -0.10 -0.06
H -0.8545 -3.3128 2.4456 0.23 0.32 0.64
H 0.9190 -3.7689 4.0656 0.26 0.26 0.12
H 1.4183 -2.0994 5.9059 -0.13 -0.12 0.17
H -0.3685 -0.5066 6.4831 0.07 0.30 -0.22
H -2.1512 0.0184 4.8806 0.07 -0.16 -0.07
N -0.2051 6.1046 4.1955 0.00 -0.79 -0.62
C -0.1888 5.4198 3.2447 0.09 0.96 0.44
N -0.2861 4.8110 2.0834 -0.10 0.17 0.03
C 0.5492 3.9047 1.6873 0.95 -2.16 -0.47
N 1.1863 2.9966 1.2673 -1.16 1.88 0.70
C 5.8967 -0.6659 -0.9118 -1.31 -0.47 -0.55
N 4.7620 0.2647 -0.8755 -0.72 -0.10 1.78
C 4.4458 1.2896 -1.7810 0.40 0.10 1.16
C 3.5185 2.0592 -1.1749 -0.62 0.25 -0.25
N 3.1277 1.4482 0.0003 0.50 -0.69 1.27
C 3.8998 0.3398 0.2648 0.16 1.26 -3.01
S 3.7129 -0.7361 1.5126 0.33 -0.40 0.45
H 6.6396 -0.3017 -1.6154 0.01 0.03 -0.04
H 5.4971 -1.6435 -1.2471 0.48 0.30 0.07
H 6.3257 -0.8150 0.0810 -0.17 0.28 -0.04
H 4.8733 1.3930 -2.7608 0.20 -0.13 0.03
H 3.0966 3.0142 -1.4830 -0.07 -0.57 -0.01
H 2.3996 1.7970 0.6861 0.77 0.01 -1.00
```
Positions in Å, forces in eV/Å.

Results
Frontier orbital gap in eV: 6.55
Molecular weight in g/mol: 844.63
Total charge: -2
ΔE to the lowest compared entry with this formula, charge and spin in eV: 0.0000
Highest occupied orbital energy in eV: -2.75

Mulliken atomic charge list, values in e, 4 entries:
1 Cs 0.84
2 O -0.70
3 C 0.00
4 N -0.25



No. 3
Entry from OMol25: a molecular structure, C5H11ClSi (ωB97M-V/def2-TZVPD).

```
18
Properties=species:S:1:pos:R:3:forces:R:3
C -1.4355 1.4514 0.0939 1.16 -0.22 3.00
C -0.3356 2.1189 -0.7322 0.83 0.29 1.05
C -0.6923 0.7087 -0.8851 -1.35 -4.85 -4.39
C -0.4564 -2.2781 0.3204 -0.08 0.42 -4.28
C 1.7166 -0.2892 1.0266 1.13 0.41 -0.05
Si 0.4338 -0.7736 -0.3180 0.32 1.46 0.01
Cl 1.5465 -1.2100 -2.0345 -0.07 -0.03 0.24
H -1.2700 1.0453 1.1672 -0.19 1.47 -1.60
H -2.3070 1.9846 -0.0545 -2.21 0.10 -0.38
H -0.6140 2.8313 -1.5041 -0.13 -0.08 0.36
H 0.5439 2.3554 -0.1374 0.23 0.01 -0.61
H -1.4168 0.1926 -2.0078 2.41 1.95 3.26
H -0.0037 -2.4106 1.2162 0.76 -0.89 3.01
H -1.4785 -1.9793 0.3003 -1.01 -0.26 0.55
H -0.2832 -3.1216 -0.3925 -0.24 0.54 0.78
H 2.3982 0.5434 0.5291 -0.95 -1.96 1.28
H 1.3900 0.0760 2.0329 -0.32 0.15 -1.05
H 2.2640 -1.2453 1.3795 -0.30 1.48 -1.19
```
Positions in Å, forces in eV/Å.

Results
Frontier orbital gap in eV: 10.94
Molecular weight in g/mol: 134.68
Total charge: 0
ΔE to the lowest compared entry with this formula, charge and spin in eV: 1.4172
Highest occupied orbital energy in eV: -10.07

natural (NBO) atomic charge list, values in e, 4 entries:
1 C -0.45
2 C -0.43
3 C -0.63
4 C -1.12